<a>
Molecular formula: C8H16O4
Method: DFT, ωB97M-V/def2-TZVPD

The geometry in ORCA input format:
```
! wB97M-V def2-TZVPD RIJCOSX def2/J DEFGRID3
* xyz 0 1
C 0.253 -0.709 4.058
C 1.075 0.583 4.237
O 0.554 1.693 3.545
C 0.448 1.401 2.108
C -0.493 0.213 2.061
O 0.013 -0.951 2.697
H -0.719 -0.609 4.579
H 0.769 -1.595 4.475
H 2.075 0.399 3.798
H 1.217 0.827 5.307
H -0.063 2.200 1.538
H 1.409 1.188 1.602
H -1.421 0.551 2.562
H -0.756 -0.081 1.027
C 0.647 -0.540 -4.108
C -0.788 -0.256 -4.505
O -1.464 0.418 -3.398
C -1.288 -0.235 -2.087
C 0.204 -0.427 -1.805
O 0.746 -1.163 -2.865
H 1.297 0.354 -4.036
H 1.172 -1.288 -4.734
H -1.349 -1.183 -4.731
H -0.836 0.393 -5.401
H -1.771 0.433 -1.348
H -1.846 -1.191 -2.092
H 0.652 0.570 -1.631
H 0.262 -0.993 -0.856
*
```

Its highest occupied orbital energy is -9.43 eV. Its HOMO-LUMO gap is 10.32 eV. The SMILES is C1COCCO1.C1COCCO1.

These are the Löwdin partial charges, in e, on atoms 1 to 4: -0.20, -0.20, -0.14, -0.15

<b>
Molecular formula: C8H16O4
Method: DFT, ωB97M-V/def2-TZVPD

The geometry in ORCA input format:
```
! wB97M-V def2-TZVPD RIJCOSX def2/J DEFGRID3
* xyz 0 1
C -1.735 -9.715 -10.603
C -1.794 -10.619 -9.329
O -2.870 -10.205 -8.427
C -4.066 -9.918 -9.019
O -3.910 -9.061 -10.054
C -3.155 -9.582 -11.126
H -1.250 -8.772 -10.286
H -1.074 -10.199 -11.348
H -0.807 -10.644 -8.829
H -2.074 -11.662 -9.574
H -4.541 -10.862 -9.348
H -4.777 -9.401 -8.346
H -3.567 -10.551 -11.466
H -3.166 -8.890 -11.990
C -3.183 -14.123 -7.952
C -4.058 -12.994 -7.464
O -4.098 -12.927 -6.012
C -2.806 -13.047 -5.433
O -2.016 -14.104 -5.876
C -1.835 -14.133 -7.301
H -3.672 -15.099 -7.771
H -3.126 -13.973 -9.048
H -5.111 -13.192 -7.743
H -3.779 -12.007 -7.880
H -2.299 -12.065 -5.494
H -2.947 -13.287 -4.361
H -1.332 -13.193 -7.600
H -1.185 -14.975 -7.608
*
```

Its highest occupied orbital energy is -9.63 eV. Its HOMO-LUMO gap is 10.41 eV. The SMILES is C1COCOC1.C1COCOC1.

These are the Löwdin partial charges, in e, on atoms 1 to 4: -0.14, -0.15, -0.13, -0.33

Relative stability in kJ/mol, measured from the most stable structure: <a> 36.4; <b> 0.0